The following is a quantum chemistry calculation of a structure of composition C8H22CsN2O2 at a distorted geometry, from the Open Molecules 2025 dataset.

Properties
LUMO level (eV): -3.87
Net charge: +1
Multiplicity: 1

Atoms and positions in Å:
Cs: 4.737 -1.006 1.192
C: 3.249 -0.959 -4.616
C: 2.028 -0.087 -4.377
C: 0.865 -0.413 -5.371
O: -0.243 0.510 -5.347
C: 0.068 1.783 -5.893
N: 1.587 -0.105 -2.955
H: 3.727 -0.846 -5.589
H: 2.893 -1.989 -4.625
H: 4.049 -0.895 -3.877
H: 2.308 0.921 -4.684
H: 0.407 -1.333 -5.010
H: 1.284 -0.564 -6.366
H: 0.579 1.728 -6.854
H: 0.783 2.238 -5.207
H: -0.801 2.440 -5.864
H: 1.433 -1.077 -2.725
H: 0.601 0.072 -3.081
C: -0.731 1.016 3.322
C: -0.672 0.276 4.644
C: -1.921 -0.440 5.163
O: -2.929 0.452 5.544
C: -4.088 -0.213 6.019
N: 0.411 -0.671 4.520
H: -0.012 1.829 3.220
H: -1.706 1.496 3.246
H: -0.796 0.517 2.355
H: -0.438 1.027 5.399
H: -1.565 -1.021 6.014
H: -2.339 -1.065 4.374
H: -4.597 -0.744 5.214
H: -4.812 0.508 6.399
H: -3.789 -0.863 6.841
H: 0.357 -1.350 5.265
H: 0.073 -1.172 3.710

***

The following is a quantum chemistry calculation of an isolated molecule of C15H19N3O4 at a distorted geometry, from the Open Molecules 2025 dataset.

Properties
LUMO level (eV): -0.27
SMILES: CC(C)[C@]1(C)N=C(c2ncc([C@@H](C)O)cc2C(=O)O)NC1=O
Multiplicity: 1

Atoms and positions in Å:
C: -2.207 -3.177 -2.811
C: -1.690 -2.001 -1.927
C: -2.947 -1.206 -1.476
C: -0.783 -2.469 -0.713
C: -1.243 -3.671 0.067
N: -0.640 -1.366 0.294
C: 0.652 -1.038 0.309
C: 1.323 0.019 1.139
N: 2.556 0.395 0.702
C: 3.164 1.417 1.375
C: 2.584 2.135 2.438
C: 3.322 3.228 3.160
C: 4.329 2.646 4.136
O: 3.971 4.004 2.157
C: 1.306 1.795 2.831
C: 0.699 0.676 2.220
C: -0.585 0.314 2.672
O: -1.442 1.181 2.598
O: -0.769 -0.874 3.325
N: 1.406 -1.859 -0.542
C: 0.628 -2.699 -1.269
O: 1.056 -3.474 -2.128
H: -2.848 -3.859 -2.242
H: -1.361 -3.751 -3.172
H: -2.706 -2.799 -3.674
H: -1.103 -1.358 -2.606
H: -3.551 -1.826 -0.831
H: -2.679 -0.303 -0.972
H: -3.604 -0.931 -2.313
H: -2.205 -3.416 0.490
H: -1.351 -4.512 -0.605
H: -0.582 -3.946 0.907
H: 4.163 1.702 1.066
H: 2.581 3.873 3.663
H: 3.805 1.909 4.770
H: 5.183 2.210 3.611
H: 4.648 3.420 4.790
H: 3.325 4.409 1.536
H: 0.805 2.309 3.619
H: -1.712 -0.962 3.471
H: 2.355 -1.612 -0.843

***

The following is a quantum chemistry calculation of a structure of composition ClH2IN2P2 at a distorted geometry, from the Open Molecules 2025 dataset.

Properties
LUMO level (spin up / spin down) (eV): -1.95 / -1.95
Multiplicity: 1

Atoms and positions in Å:
N: 0.779 0.170 -0.307
N: 2.011 -0.205 -0.078
P: -0.311 0.745 0.761
P: -1.806 0.420 -0.746
Cl: -1.639 -2.039 0.416
I: -3.966 0.951 0.251
H: 2.523 -0.002 0.698
H: 2.408 -0.039 -0.995

***

The following is a quantum chemistry calculation of the ion C10H15N2 with charge +1 at a distorted geometry, from the Open Molecules 2025 dataset.

Properties
LUMO level (eV): -4.32
Net charge: +1
SMILES: CC[N+]1=C(C)C=C[C@@H]2CC=N[C@@H]21
Multiplicity: 1

Atoms and positions in Å:
C: -2.112 -1.696 0.873
C: -1.417 -1.325 -0.451
N: -0.469 -0.260 -0.220
C: -0.766 0.995 -0.246
C: -2.236 1.403 -0.617
C: 0.233 2.075 -0.003
C: 1.514 1.741 0.383
C: 2.131 0.444 0.752
C: 3.396 0.073 -0.094
C: 2.841 -1.066 -0.820
N: 1.679 -1.461 -0.517
C: 1.112 -0.709 0.467
H: -1.332 -1.874 1.630
H: -2.871 -0.987 1.120
H: -2.781 -2.578 0.757
H: -2.087 -1.091 -1.230
H: -0.835 -2.332 -0.820
H: -2.274 2.513 -0.950
H: -2.999 1.376 0.116
H: -2.622 0.844 -1.427
H: -0.040 3.092 -0.020
H: 2.091 2.543 0.630
H: 2.332 0.421 1.876
H: 4.212 -0.280 0.589
H: 3.690 0.922 -0.853
H: 3.332 -1.620 -1.683
H: 0.737 -1.362 1.268

***

The following is a quantum chemistry calculation of a cluster of 11 separate species, H22O11 in total at a distorted geometry, from the Open Molecules 2025 dataset.

Properties
LUMO level (eV): 0.23
SMILES: O.O.O.O.O.O.O.O.O.O.O
Multiplicity: 1

Atoms and positions in Å:
O: -3.049 14.136 26.484
H: -2.968 13.731 25.621
H: -2.976 15.076 26.315
O: -2.959 16.306 23.070
H: -2.033 16.306 22.826
H: -2.955 16.420 24.021
O: -2.996 11.651 20.434
H: -3.778 12.072 20.792
H: -3.334 11.005 19.814
O: -5.187 13.148 21.542
H: -4.919 13.819 20.914
H: -6.106 13.343 21.724
O: -3.632 10.285 24.513
H: -3.757 9.367 24.274
H: -3.390 10.262 25.439
O: -2.834 11.205 26.970
H: -2.902 11.328 27.916
H: -2.845 12.092 26.611
O: -0.067 12.130 24.122
H: -0.063 11.222 23.819
H: -0.992 12.374 24.135
O: -4.365 15.309 20.274
H: -3.558 15.186 20.775
H: -4.068 15.510 19.387
O: -2.911 13.049 23.935
H: -2.979 13.643 23.188
H: -3.619 12.418 23.804
O: -0.317 14.714 23.385
H: -0.839 14.396 22.650
H: 0.102 13.930 23.740
O: -1.844 14.004 21.222
H: -2.095 13.099 21.037
H: -1.024 14.128 20.744

***

The following is a quantum chemistry calculation of a cluster of 2 separate species, C4H9NO2P in total at a distorted geometry, from the Open Molecules 2025 dataset.

Properties
LUMO level (spin up / spin down) (eV): 3.85 / 3.91
Net charge: -1
Multiplicity: 1

Atoms and positions in Å:
C: 1.120 0.711 0.299
C: 1.701 1.693 -0.707
C: 1.058 -0.917 1.991
C: -1.719 -0.764 -1.609
N: 1.767 0.028 1.127
O: -2.491 -0.958 0.996
O: -2.566 1.428 0.012
P: -1.920 0.072 0.042
H: 1.101 1.420 -1.572
H: 1.507 2.570 -0.196
H: 2.754 1.357 -1.011
H: 1.568 -1.913 1.602
H: -0.050 -0.926 1.728
H: 1.147 -0.900 3.032
H: -1.785 -1.929 -1.513
H: -2.477 -0.446 -2.200
H: -0.716 -0.527 -2.021